The following is a quantum chemistry calculation of 2 unconnected molecules or ions with the total composition C4H10N2, from the OMol25 dataset.

Each line ends with the Mulliken charge.
Atoms and positions in Å:
C  -1.41  0.99  1.67  -0.753
C  -1.03  2.24  -0.25  -0.314
N  -1.24  1.08  0.22  -0.295
H  -0.50  0.53  2.02  0.198
H  -1.69  1.93  2.15  0.420
H  -2.27  0.33  1.84  0.242
H  -0.41  2.34  -1.13  0.261
H  -1.39  3.14  0.27  0.247
C  1.00  -1.81  0.06  -0.624
C  1.47  -1.30  -2.13  -0.282
N  0.78  -2.01  -1.35  -0.379
H  1.29  -2.78  0.48  0.330
H  1.82  -1.14  0.37  0.306
H  0.10  -1.55  0.62  0.117
H  1.60  -1.60  -3.15  0.288
H  1.88  -0.38  -1.68  0.238

Output
**SMILES**: C=NC.C=NC
**Multiplicity**: 1
**M**: 86.14 u
**Maximum force**: 2.2 eV/A
**Kohn-Sham gap**: 10.372 eV

The following is a quantum chemistry calculation of a molecular structure, C40H43As2BaN4O2, from the OMol25 dataset.

Each line ends with the Mulliken charge.
Atoms and positions in Å:
Ba  -0.08  -0.59  -0.56  1.553
N  4.67  0.29  -0.42  -0.457
C  4.15  -0.48  0.70  -0.317
C  4.96  -1.74  1.08  -1.132
C  4.90  -2.89  0.06  -0.053
C  4.33  -4.18  0.64  -1.412
N  3.02  -4.00  1.26  -0.048
C  1.83  -4.08  0.66  0.821
N  1.70  -4.45  -0.61  -0.241
N  0.72  -3.84  1.37  -0.369
C  2.71  -0.88  0.39  0.676
O  1.88  -1.02  1.33  -0.592
O  2.41  -1.07  -0.83  -1.011
H  4.53  -0.21  -1.29  0.263
H  5.65  0.49  -0.30  0.267
H  4.11  0.17  1.58  0.257
H  4.61  -2.07  2.06  0.404
H  5.99  -1.43  1.23  0.586
H  5.90  -3.12  -0.31  0.370
H  4.31  -2.60  -0.81  0.109
H  4.99  -4.57  1.42  0.384
H  4.26  -4.96  -0.11  0.436
H  3.00  -3.75  2.24  0.266
H  2.51  -4.59  -1.19  0.228
H  0.79  -4.28  -1.05  0.215
H  0.81  -3.21  2.15  0.254
H  -0.14  -3.77  0.82  0.002
C  -1.54  3.70  0.12  -1.311
C  -0.14  3.85  0.72  -1.529
As  1.18  2.56  0.01  0.894
C  2.82  3.48  0.46  0.259
C  3.56  4.21  -0.46  -0.358
C  4.75  4.81  -0.06  -0.695
C  5.20  4.69  1.24  -0.514
C  4.46  3.96  2.16  -0.718
C  3.28  3.35  1.77  -0.563
C  0.94  2.89  -1.89  0.498
C  0.63  4.13  -2.44  -0.035
C  0.30  4.24  -3.79  -0.716
C  0.26  3.11  -4.59  -0.550
C  0.58  1.87  -4.06  -1.113
C  0.92  1.77  -2.72  -0.542
As  -2.06  1.81  -0.04  0.762
C  -3.91  1.94  -0.61  -0.157
C  -4.48  3.13  -1.04  0.069
C  -5.81  3.15  -1.46  -0.753
C  -6.56  1.99  -1.44  -0.467
C  -5.99  0.80  -1.01  -0.663
C  -4.67  0.78  -0.60  -0.656
C  -2.30  1.44  1.86  1.077
C  -3.40  1.97  2.53  -0.267
C  -3.54  1.79  3.90  -0.733
C  -2.59  1.08  4.61  -0.525
C  -1.49  0.54  3.95  -0.867
C  -1.35  0.71  2.58  -0.408
H  -1.57  4.12  -0.88  0.603
H  -2.28  4.20  0.74  0.791
H  -0.17  3.68  1.80  0.655
H  0.24  4.86  0.57  0.600
H  3.23  4.30  -1.48  0.345
H  5.33  5.38  -0.78  0.413
H  6.12  5.17  1.54  0.403
H  4.81  3.86  3.18  0.406
H  2.72  2.76  2.49  0.391
H  0.64  5.02  -1.82  0.475
H  0.07  5.21  -4.21  0.429
H  0.00  3.20  -5.64  0.413
H  0.59  0.99  -4.69  0.464
H  1.25  0.81  -2.33  0.770
H  -3.91  4.05  -1.06  0.303
H  -6.25  4.08  -1.80  0.409
H  -7.59  2.01  -1.77  0.387
H  -6.58  -0.11  -1.00  0.412
H  -4.24  -0.16  -0.26  0.414
H  -4.15  2.52  1.99  0.386
H  -4.40  2.20  4.41  0.412
H  -2.70  0.94  5.68  0.394
H  -0.74  -0.01  4.50  0.485
H  -0.46  0.27  2.13  0.228
C  -1.15  -3.11  -0.88  -1.247
C  -1.97  -4.03  -0.90  0.110
C  -2.94  -5.09  -0.94  0.615
C  -2.83  -6.18  -0.07  -0.423
C  -3.77  -7.20  -0.11  -0.545
C  -4.82  -7.15  -1.01  -0.406
C  -4.94  -6.07  -1.87  -0.445
C  -4.01  -5.04  -1.84  -0.556
H  -2.01  -6.22  0.63  0.449
H  -3.67  -8.04  0.57  0.377
H  -5.55  -7.94  -1.03  0.386
H  -5.76  -6.02  -2.57  0.378
H  -4.09  -4.20  -2.51  0.438

Output
**Multiplicity**: 1
**Charge**: +1
**M**: 898.98 u
**Maximum force**: 1.0 eV/A
**Kohn-Sham gap**: 8.271 eV

The following is a quantum chemistry calculation of 2 unconnected molecules or ions with the total composition C16H34NO7PS2, from the OMol25 dataset.

Each line ends with the Mulliken charge.
Atoms and positions in Å:
C  -1.54  1.93  -5.91  -1.279
C  -0.90  0.51  -6.03  -0.305
C  0.26  0.37  -4.98  -0.645
C  0.03  -0.79  -3.98  -1.007
N  -0.99  -0.38  -3.01  0.460
C  -0.50  0.44  -1.89  -1.387
C  0.62  -0.18  -1.00  -0.500
C  1.72  0.86  -0.56  -0.747
C  1.40  1.47  0.84  -0.532
O  2.67  1.57  1.53  -0.250
C  2.63  2.41  2.56  0.688
O  1.71  3.08  2.89  -0.557
O  3.78  2.44  3.26  -0.443
C  -1.87  -1.42  -2.62  0.048
S  -1.58  -2.62  -1.56  -0.205
S  -3.48  -1.45  -3.44  -0.134
C  -3.99  0.27  -3.76  0.070
C  -5.53  0.39  -3.95  -0.682
C  -6.37  -0.19  -2.76  -0.976
H  -2.43  2.00  -6.57  0.348
H  -0.82  2.74  -6.13  0.391
H  -1.94  2.03  -4.88  0.258
H  -1.69  -0.23  -5.86  0.283
H  -0.51  0.44  -7.06  0.387
H  1.21  0.26  -5.53  0.431
H  0.32  1.34  -4.45  0.241
H  0.97  -1.18  -3.54  0.366
H  -0.41  -1.62  -4.56  0.604
H  -1.37  0.74  -1.27  0.387
H  -0.10  1.39  -2.30  0.411
H  1.09  -1.09  -1.39  0.545
H  0.14  -0.48  -0.05  0.444
H  1.88  1.65  -1.32  0.448
H  2.64  0.27  -0.42  0.289
H  0.74  0.82  1.44  0.326
H  0.93  2.45  0.67  0.256
H  3.70  3.19  3.88  0.321
H  -3.55  0.58  -4.72  -0.236
H  -3.62  0.99  -3.01  0.303
H  -5.81  -0.15  -4.87  0.336
H  -5.83  1.44  -4.09  0.377
H  -5.86  -0.98  -2.20  0.308
H  -7.28  -0.64  -3.20  0.269
H  -6.73  0.59  -2.07  0.293
C  1.44  -3.25  7.57  -0.621
O  1.46  -2.72  6.26  -0.491
P  2.90  -2.20  5.56  1.338
O  3.46  -3.55  5.23  -0.648
O  3.52  -1.64  6.98  -0.377
C  2.89  -0.56  7.67  -0.868
O  4.04  -1.30  4.68  -0.357
C  3.62  0.01  4.24  -0.803
H  0.70  -4.06  7.58  0.261
H  2.40  -3.64  7.88  0.341
H  1.10  -2.49  8.28  0.225
H  2.72  -0.86  8.70  0.308
H  1.93  -0.30  7.22  0.413
H  3.55  0.30  7.66  0.272
H  3.39  0.65  5.09  0.371
H  2.75  -0.08  3.59  0.286
H  4.44  0.45  3.68  0.347

Output
**SMILES**: CCCCN(CCCCOC(=O)O)C(=S)SCCC.COP(=O)(OC)OC
**Multiplicity**: 1
**M**: 447.56 u
**Maximum force**: 7.8 eV/A
**Kohn-Sham gap**: 6.910 eV

Which of these has the lowest M?
C4H10N2

Please write out number 3 again, unchanged.
The following is a quantum chemistry calculation of 2 unconnected molecules or ions with the total composition C16H34NO7PS2, from the OMol25 dataset.

Each line ends with the Mulliken charge.
Atoms and positions in Å:
C  -1.54  1.93  -5.91  -1.279
C  -0.90  0.51  -6.03  -0.305
C  0.26  0.37  -4.98  -0.645
C  0.03  -0.79  -3.98  -1.007
N  -0.99  -0.38  -3.01  0.460
C  -0.50  0.44  -1.89  -1.387
C  0.62  -0.18  -1.00  -0.500
C  1.72  0.86  -0.56  -0.747
C  1.40  1.47  0.84  -0.532
O  2.67  1.57  1.53  -0.250
C  2.63  2.41  2.56  0.688
O  1.71  3.08  2.89  -0.557
O  3.78  2.44  3.26  -0.443
C  -1.87  -1.42  -2.62  0.048
S  -1.58  -2.62  -1.56  -0.205
S  -3.48  -1.45  -3.44  -0.134
C  -3.99  0.27  -3.76  0.070
C  -5.53  0.39  -3.95  -0.682
C  -6.37  -0.19  -2.76  -0.976
H  -2.43  2.00  -6.57  0.348
H  -0.82  2.74  -6.13  0.391
H  -1.94  2.03  -4.88  0.258
H  -1.69  -0.23  -5.86  0.283
H  -0.51  0.44  -7.06  0.387
H  1.21  0.26  -5.53  0.431
H  0.32  1.34  -4.45  0.241
H  0.97  -1.18  -3.54  0.366
H  -0.41  -1.62  -4.56  0.604
H  -1.37  0.74  -1.27  0.387
H  -0.10  1.39  -2.30  0.411
H  1.09  -1.09  -1.39  0.545
H  0.14  -0.48  -0.05  0.444
H  1.88  1.65  -1.32  0.448
H  2.64  0.27  -0.42  0.289
H  0.74  0.82  1.44  0.326
H  0.93  2.45  0.67  0.256
H  3.70  3.19  3.88  0.321
H  -3.55  0.58  -4.72  -0.236
H  -3.62  0.99  -3.01  0.303
H  -5.81  -0.15  -4.87  0.336
H  -5.83  1.44  -4.09  0.377
H  -5.86  -0.98  -2.20  0.308
H  -7.28  -0.64  -3.20  0.269
H  -6.73  0.59  -2.07  0.293
C  1.44  -3.25  7.57  -0.621
O  1.46  -2.72  6.26  -0.491
P  2.90  -2.20  5.56  1.338
O  3.46  -3.55  5.23  -0.648
O  3.52  -1.64  6.98  -0.377
C  2.89  -0.56  7.67  -0.868
O  4.04  -1.30  4.68  -0.357
C  3.62  0.01  4.24  -0.803
H  0.70  -4.06  7.58  0.261
H  2.40  -3.64  7.88  0.341
H  1.10  -2.49  8.28  0.225
H  2.72  -0.86  8.70  0.308
H  1.93  -0.30  7.22  0.413
H  3.55  0.30  7.66  0.272
H  3.39  0.65  5.09  0.371
H  2.75  -0.08  3.59  0.286
H  4.44  0.45  3.68  0.347

Output
**SMILES**: CCCCN(CCCCOC(=O)O)C(=S)SCCC.COP(=O)(OC)OC
**Multiplicity**: 1
**M**: 447.56 u
**Maximum force**: 7.8 eV/A
**Kohn-Sham gap**: 6.910 eV